# 1
A cluster of 3 separate species, C5H15NO3 in total at a distorted geometry. Source: OMol25; level of theory: wB97M-V/def2-TZVPD.

Computed properties:
structure (SMILES): CC(C)CNC=O.O.O
LUMO energy: 0.568 eV
HOMO: -10.2 eV
ΔE to the lowest compared entry with this formula, charge and spin: 11.26 kcal/mol
molecular weight: 137.18 g/mol

Each line ends with the Löwdin charge.
Atoms and positions in Å:
C -0.64 0.36 1.49  -0.08
C 0.75 -0.25 1.43  -0.39
C 1.82 0.80 1.24  -0.07
C 0.89 -1.34 0.31  -0.15
N -0.33 -2.03 -0.05  0.03
C -1.18 -1.57 -0.99  -0.35
O -0.92 -0.66 -1.76  0.00
H -0.71 1.11 2.29  0.08
H -0.91 0.94 0.59  0.07
H -1.43 -0.36 1.69  0.07
H 0.84 -0.81 2.36  0.13
H 2.80 0.49 1.60  0.08
H 1.60 1.74 1.76  0.08
H 1.95 1.08 0.20  0.07
H 1.57 -2.10 0.69  0.12
H 1.34 -0.89 -0.57  0.11
H -0.72 -2.63 0.66  0.14
H -2.11 -2.15 -1.04  0.14
O -2.49 1.80 -1.30  -0.06
H -2.00 1.99 -2.11  0.03
H -2.52 0.84 -1.27  0.00
O 0.73 1.59 -2.51  -0.07
H 1.33 0.94 -2.90  0.04
H 0.33 1.10 -1.78  -0.01



# 2
A structure of composition C27H33N6O11ReS2Se at a distorted geometry. Source: OMol25; level of theory: wB97M-V/def2-TZVPD.

Computed properties:
spin multiplicity: 2
<S²>: 1.01
LUMO energy (spin up / spin down): -5.669 / -4.301 eV
HOMO (spin up / spin down): -11.2 / -10.9 eV
ΔE to the lowest compared entry with this formula, charge and spin: 17.22 kcal/mol
molecular weight: 946.89 g/mol
net charge: +1

Each line ends with the Mulliken spin population.
Atoms and positions in Å:
Re 0.73 0.45 0.45  1.27
C -1.15 -0.81 3.50  0.00
C 0.23 -1.25 3.03  0.01
C 0.66 -2.55 3.70  0.00
O 0.26 -1.42 1.59  0.01
C 1.22 -0.10 3.33  0.01
O 1.89 -0.09 4.34  0.00
O 1.24 0.84 2.42  0.03
H -1.91 -1.49 3.09  0.00
H -1.37 0.21 3.18  0.00
H -1.21 -0.85 4.58  0.00
H -0.18 -3.24 3.75  0.00
H 1.00 -2.33 4.71  0.00
H 1.46 -3.02 3.14  0.00
H -0.62 -1.66 1.23  0.00
O -2.12 5.56 -0.14  0.00
C -2.96 4.63 0.27  0.00
O -4.13 4.82 0.44  0.00
C -2.40 3.26 0.52  0.01
C -3.18 2.18 0.88  0.00
N -2.38 1.11 0.96  0.00
N -1.12 1.43 0.68  0.03
C -1.11 2.73 0.39  0.01
C 0.17 3.24 -0.17  -0.02
O 0.31 4.39 -0.52  0.03
O 1.11 2.33 -0.25  0.00
H -1.20 5.24 -0.29  0.00
H -4.24 2.13 1.06  0.00
H -2.61 0.13 1.02  0.00
C -8.20 2.44 -4.27  0.00
C -6.72 2.22 -4.06  0.00
C -5.97 1.54 -5.03  0.00
C -4.61 1.35 -4.87  0.00
C -3.99 1.82 -3.72  0.00
C -4.72 2.48 -2.74  0.00
C -6.09 2.68 -2.92  0.00
S -2.24 1.70 -3.49  0.00
O -1.57 2.59 -4.39  0.00
O -1.99 1.79 -2.08  0.00
N -1.84 0.18 -3.96  0.00
C -2.47 -0.96 -3.30  0.00
C -1.51 -1.83 -2.48  0.00
C -1.00 -1.19 -1.21  0.02
O -1.59 -1.40 -0.13  0.01
O 0.09 -0.49 -1.29  0.05
H -8.40 2.75 -5.30  0.00
H -8.57 3.21 -3.59  0.00
H -8.75 1.52 -4.09  0.00
H -6.46 1.18 -5.93  0.00
H -4.04 0.85 -5.64  0.00
H -4.21 2.85 -1.86  0.00
H -6.64 3.22 -2.16  0.00
H -1.64 0.11 -4.95  0.00
H -2.94 -1.60 -4.05  0.00
H -3.26 -0.57 -2.66  0.00
H -0.64 -2.09 -3.10  0.00
H -2.04 -2.73 -2.18  0.00
S 2.05 0.90 -4.88  0.00
C 2.34 -0.74 -4.52  0.00
C 2.63 -0.88 -3.20  0.00
N 2.64 0.29 -2.49  -0.03
C 2.35 1.31 -3.25  0.00
H 2.31 -1.51 -5.28  0.00
H 2.84 -1.81 -2.69  0.00
H 2.28 2.33 -2.89  0.00
C 3.87 2.81 1.21  -0.02
N 4.20 1.66 2.04  0.00
C 4.86 1.73 3.24  0.00
C 4.98 0.47 3.71  0.00
N 4.40 -0.36 2.78  -0.01
C 4.29 -1.80 2.93  0.00
C 3.90 0.38 1.78  0.00
Se 3.08 -0.27 0.16  -0.39
H 4.49 3.65 1.51  0.00
H 2.82 3.07 1.34  0.00
H 4.04 2.58 0.16  0.01
H 5.19 2.66 3.66  0.00
H 5.44 0.10 4.61  0.00
H 5.28 -2.24 2.99  0.00
H 3.78 -2.21 2.06  0.00
H 3.72 -2.03 3.82  0.00



# 3
A cluster of 8 separate species, C35H75BN8O14S in total at a distorted geometry. Source: OMol25; level of theory: wB97M-V/def2-TZVPD.

Computed properties:
structure (SMILES): C=C[C@@]1(B(O)O)OS(=O)(=O)O[C@]1(CCN(CC)C(C)=O)CC(C)C.CN(C)C=O.CN(C)C=O.CN(C)C=O.CN(C)C=O.CN(C)C=O.CN(C)C=O.CN(C)C=O
LUMO energy: 0.503 eV
HOMO: -8.7 eV
ΔE to the lowest compared entry with this formula, charge and spin: 0.00 kcal/mol
molecular weight: 874.91 g/mol

Each line ends with the Löwdin charge.
Atoms and positions in Å:
C 1.66 -4.74 -0.79  0.09
C 0.90 -3.85 -0.15  -0.08
C 1.32 -2.48 0.33  -0.23
B 0.78 -2.42 1.85  -0.63
O -0.55 -2.50 2.18  0.19
O 1.68 -2.35 2.87  0.21
O 2.78 -2.48 0.49  -0.14
S 3.54 -1.83 -0.73  0.58
O 3.92 -2.74 -1.76  -0.24
O 4.57 -1.02 -0.16  -0.24
O 2.33 -0.99 -1.26  -0.17
C 1.01 -1.26 -0.60  -0.30
C 0.07 -1.45 -1.81  -0.05
C -1.27 -2.15 -1.59  -0.15
N -1.30 -3.50 -2.19  -0.08
C -1.45 -3.44 -3.65  -0.19
C -2.91 -3.38 -4.14  -0.06
C -2.19 -4.40 -1.58  -0.51
C -3.39 -3.91 -0.80  0.00
O -2.00 -5.60 -1.68  0.09
C 0.78 0.07 0.12  -0.08
C -0.65 0.34 0.66  -0.36
C -0.55 0.76 2.14  -0.06
C -1.33 1.49 -0.12  -0.05
H 1.18 -5.59 -1.26  0.08
H 2.74 -4.69 -0.83  0.06
H -0.13 -4.13 0.05  0.10
H -1.14 -2.56 1.43  0.08
H 1.20 -2.42 3.70  0.12
H 0.64 -1.91 -2.62  0.13
H -0.16 -0.44 -2.15  0.12
H -1.49 -2.27 -0.53  0.09
H -2.07 -1.55 -2.04  0.13
H -0.90 -2.59 -4.06  0.10
H -0.98 -4.33 -4.07  0.12
H -3.26 -4.39 -4.37  0.08
H -3.57 -2.97 -3.38  0.07
H -2.98 -2.79 -5.06  0.06
H -3.23 -4.07 0.27  0.09
H -3.60 -2.85 -0.98  0.07
H -4.24 -4.50 -1.12  0.09
H 1.53 0.17 0.91  0.14
H 1.01 0.84 -0.61  0.13
H -1.30 -0.53 0.64  0.10
H -0.17 1.78 2.22  0.07
H 0.15 0.13 2.68  0.07
H -1.51 0.72 2.65  0.09
H -2.41 1.33 -0.15  0.08
H -1.19 2.43 0.42  0.07
H -0.93 1.61 -1.12  0.07
C -1.49 1.06 -8.04  -0.05
N -2.13 0.68 -6.79  -0.19
C -3.57 0.84 -6.66  -0.04
C -1.46 0.19 -5.74  -0.34
O -1.98 -0.13 -4.69  -0.01
H -1.67 2.12 -8.24  0.09
H -1.92 0.47 -8.86  0.09
H -0.42 0.89 -8.01  0.05
H -3.80 1.51 -5.83  0.09
H -4.04 -0.13 -6.44  0.09
H -3.97 1.24 -7.58  0.08
H -0.37 0.10 -5.92  0.14
C 3.94 3.98 -8.36  -0.05
N 3.14 2.80 -8.10  -0.19
C 3.44 1.99 -6.93  -0.03
C 2.14 2.41 -8.91  -0.34
O 1.44 1.43 -8.72  -0.02
H 4.99 3.71 -8.48  0.09
H 3.86 4.68 -7.53  0.09
H 3.59 4.47 -9.27  0.08
H 3.70 0.98 -7.24  0.10
H 2.57 1.93 -6.28  0.09
H 4.27 2.43 -6.39  0.06
H 2.00 3.08 -9.77  0.14
C 6.35 -7.11 -4.47  -0.06
N 5.50 -6.61 -3.40  -0.20
C 5.79 -5.32 -2.81  -0.03
C 4.45 -7.32 -2.94  -0.35
O 3.72 -6.94 -2.05  0.01
H 7.38 -7.21 -4.13  0.09
H 6.33 -6.42 -5.32  0.09
H 5.99 -8.08 -4.80  0.08
H 5.99 -5.43 -1.74  0.10
H 4.94 -4.65 -2.92  0.07
H 6.67 -4.89 -3.29  0.09
H 4.31 -8.28 -3.45  0.13
C -0.11 6.23 3.52  -0.07
N -0.83 5.04 3.92  -0.19
C -0.65 4.53 5.28  -0.03
C -1.65 4.40 3.08  -0.37
O -2.28 3.39 3.35  0.01
H 0.97 6.07 3.60  0.09
H -0.38 7.07 4.16  0.09
H -0.34 6.48 2.49  0.08
H -0.26 3.51 5.23  0.09
H -1.60 4.52 5.81  0.05
H 0.05 5.16 5.81  0.09
H -1.71 4.87 2.08  0.13
C 4.97 2.05 -1.69  -0.05
N 5.66 1.98 -2.96  -0.19
C 6.37 0.76 -3.31  -0.03
C 5.66 2.99 -3.85  -0.36
O 6.23 2.95 -4.93  -0.01
H 5.68 1.92 -0.87  0.10
H 4.21 1.27 -1.62  0.07
H 4.49 3.03 -1.58  0.08
H 7.42 0.98 -3.48  0.09
H 5.96 0.33 -4.23  0.09
H 6.27 0.04 -2.51  0.08
H 5.09 3.87 -3.50  0.13
C -4.60 4.51 10.47  -0.05
N -3.70 4.23 9.37  -0.18
C -2.87 3.04 9.42  -0.04
C -3.61 5.03 8.30  -0.33
O -2.87 4.83 7.35  0.00
H -4.03 4.62 11.40  0.09
H -5.30 3.68 10.59  0.06
H -5.15 5.42 10.29  0.09
H -1.82 3.31 9.37  0.09
H -3.10 2.39 8.57  0.09
H -3.07 2.50 10.34  0.08
H -4.29 5.90 8.34  0.14
C -6.74 -0.23 11.62  -0.06
N -6.32 0.33 10.35  -0.20
C -5.48 -0.46 9.46  -0.03
C -6.69 1.56 9.95  -0.37
O -6.37 2.08 8.90  0.01
H -5.87 -0.46 12.24  0.09
H -7.32 -1.14 11.46  0.09
H -7.36 0.49 12.15  0.08
H -4.54 0.06 9.28  0.08
H -5.98 -0.61 8.51  0.10
H -5.28 -1.42 9.93  0.09
H -7.33 2.08 10.69  0.13



- Which formula does entry 2 have?
  C27H33N6O11ReS2Se



- What is the ΔE to the lowest compared entry with this formula, charge and spin in the third record?
  0.00 kcal/mol



- Number 3 is which compound?
  C35H75BN8O14S



- Which formula does entry 3 have?
  C35H75BN8O14S